(1)
{
  "formula": "C3HFNO2S",
  "method": "ωB97M-V/def2-TZVPD",
  "elements": ["C", "C", "C", "N", "O", "O", "F", "S", "H"],
  "xyz": [[2.160052, 0.726180, -0.129046], [2.564778, -0.635820, -0.009643], [0.773270, 1.022132, -0.016608], [0.055651, -0.178654, -0.126105], [3.671340, -1.089245, 0.143370], [0.143003, 2.048439, 0.173230], [3.217202, 1.672433, -0.092150], [1.003605, -1.537605, 0.007530], [-0.860524, 0.007311, -0.002609]],
  "forces_ev_per_angstrom": [[1.4, -0.1, 0.1], [-1.4, 3.0, 0.1], [1.1, -0.8, -0.2], [3.8, 1.1, -0.8], [1.0, -1.3, -0.1], [-0.4, 1.5, 0.0], [-1.6, -0.7, 0.1], [-0.2, -2.2, 0.1], [-3.6, -0.4, 0.8]],
  "smiles": "O=c1s[nH]c([O-])c1F",
  "gap_ev": 7.009,
  "e_above_lowest_kj_mol": 0.0,
  "multiplicity": 1,
  "homo_energy_ev": -3.65,
  "lumo_energy_ev": 3.363,
  "max_force_ev_per_a": 4.1,
  "total_charge": -1
}

***

(2)
{
  "formula": "C13H12ClFN2O2",
  "method": "ωB97M-V/def2-TZVPD",
  "elements": ["C", "H", "O", "C", "C", "N", "C", "O", "C", "C", "C", "C", "C", "C", "C", "C", "Cl", "H", "H", "H", "F", "H", "C", "N", "H", "H", "H", "H", "H", "H", "H"],
  "xyz": [[2.495219, -4.560588, -4.706746], [3.169324, -4.832882, -3.984878], [1.141104, -4.271020, -3.937049], [1.326105, -3.271594, -3.099875], [-0.126046, -2.950882, -2.641120], [0.123673, -2.205138, -1.423675], [-0.146089, -0.920308, -1.486660], [-0.976542, -0.434877, -2.411959], [-0.240883, -0.217896, -0.165547], [-0.555487, 1.176116, -0.076523], [-0.488901, 1.830449, 1.176794], [-0.055652, 3.164663, 0.851102], [0.127594, 4.357262, 1.771524], [-0.213602, 3.794661, 3.274901], [-0.872814, 2.599403, 3.352846], [-0.737857, 1.645395, 2.344581], [-1.544390, 0.297536, 2.612513], [-0.996689, 2.308282, 4.364484], [-0.232778, 4.544728, 4.126320], [0.701625, 5.123271, 1.764265], [0.372950, 3.627519, -0.409180], [-0.801178, 1.373651, -0.951494], [0.535639, -0.902841, 1.032480], [1.277227, -1.468163, 1.793461], [0.220265, -2.671996, -0.483671], [-0.481391, -4.017603, -2.122643], [-0.635899, -2.501430, -3.343342], [1.978991, -3.745382, -2.204172], [1.864601, -2.439645, -3.580432], [2.871487, -3.651104, -5.261797], [2.123498, -5.430484, -5.436301]],
  "forces_ev_per_angstrom": [[-5.2, -0.2, -2.4], [1.7, -1.0, 1.7], [2.9, -3.0, -5.1], [0.4, -0.1, 2.9], [5.0, -6.0, 6.7], [-0.1, 0.3, 0.7], [-7.0, 2.0, -0.9], [4.5, -1.1, 2.6], [2.7, 2.6, 2.6], [2.8, -10.4, 6.8], [4.3, 7.5, -13.4], [2.5, 7.7, 2.1], [-5.1, -12.8, 3.7], [-0.7, 3.4, -4.2], [3.3, 1.6, 1.3], [-3.4, 0.0, 9.8], [-2.8, -5.3, 2.1], [-1.0, -0.8, 0.6], [0.3, -1.2, -1.1], [3.5, 5.2, -1.2], [-1.0, -2.1, 0.9], [-2.5, 3.7, -7.6], [2.0, -1.3, 0.7], [-3.6, 2.6, -3.5], [0.2, 0.8, -1.8], [0.2, 2.6, -2.4], [-3.2, 2.2, -3.1], [-1.2, 1.8, -1.2], [-0.2, 0.3, 0.5], [-0.8, -0.9, 0.5], [1.4, 2.0, 1.6]],
  "gap_ev": 8.283,
  "multiplicity": 1,
  "homo_energy_ev": -9.29,
  "lumo_energy_ev": -1.006,
  "max_force_ev_per_a": 16.0
}

***

(3)
{
  "formula": "HNS3",
  "method": "ωB97M-V/def2-TZVPD",
  "elements": ["N", "S", "S", "S", "H"],
  "xyz": [[0.347424, -0.721773, 0.294721], [-0.268822, -1.023586, 1.777368], [1.440120, -1.777449, -0.371210], [1.396776, -2.985923, 1.136696], [0.212847, 0.000780, -0.347881]],
  "forces_ev_per_angstrom": [[0.2, -1.1, 1.1], [-0.8, 1.7, -0.7], [0.1, -1.6, 1.6], [1.5, -0.9, -1.5], [-1.0, 1.9, -0.5]],
  "gap_ev": [6.314, 6.312],
  "e_above_lowest_kj_mol": 40.5,
  "multiplicity": 1,
  "homo_energy_ev": [-8.04, -8.04],
  "lumo_energy_ev": [-1.723, -1.725],
  "max_force_ev_per_a": 2.3
}

***

(4)
{
  "formula": "CH4N3S2",
  "method": "ωB97M-V/def2-TZVPD",
  "elements": ["C", "N", "N", "N", "S", "S", "H", "H", "H", "H"],
  "xyz": [[-1.058761, -1.396463, 1.628509], [-0.057481, -0.705892, 1.733451], [0.944069, 1.024084, -0.362712], [-1.905300, -2.159535, 1.331354], [0.505740, 0.803679, 1.860525], [2.215071, 0.684119, 2.637148], [1.924276, 1.273825, -0.447997], [0.759670, 0.189834, -0.912712], [-2.555278, -2.843439, 1.658000], [0.378388, 1.792493, -0.711753]],
  "forces_ev_per_angstrom": [[-1.1, -0.8, -0.7], [1.5, 1.1, 0.3], [-0.2, 0.1, 0.1], [0.1, 0.4, 0.2], [0.6, -0.8, 0.4], [-0.8, 0.3, -0.3], [0.1, 0.0, 0.0], [0.0, 0.0, 0.0], [-0.2, -0.1, 0.1], [0.0, 0.0, -0.1]],
  "gap_ev": 8.023,
  "e_above_lowest_kj_mol": 66.4,
  "multiplicity": 1,
  "homo_energy_ev": -14.28,
  "lumo_energy_ev": -6.261,
  "max_force_ev_per_a": 1.9,
  "total_charge": 1
}

***

(5)
{
  "formula": "C6H6N3O4",
  "method": "ωB97M-V/def2-TZVPD",
  "elements": ["C", "C", "C", "C", "C", "C", "N", "N", "N", "O", "O", "O", "O", "H", "H", "H", "H", "H", "H"],
  "xyz": [[0.735149, -1.940865, 0.371670], [1.127308, 1.848035, 0.376912], [-1.938143, -0.356521, -0.192957], [-1.794122, 0.628250, -1.240677], [-0.822172, -0.254544, 0.955994], [1.305635, 0.306668, -0.039918], [0.446817, -3.056125, 0.516809], [0.460876, -0.608654, 0.490457], [2.428801, -0.263978, -0.532472], [0.534357, 2.577713, -0.390628], [1.587328, 1.978349, 1.508045], [3.381763, 0.384934, -0.973923], [2.422122, -1.544978, -0.542779], [-2.871928, -0.217208, 0.356626], [-1.873350, -1.376266, -0.575199], [-1.216709, 0.405314, -2.119162], [-1.993600, 1.664852, -1.043870], [-0.800634, 0.770240, 1.326479], [-1.119505, -0.945223, 1.748602]],
  "forces_ev_per_angstrom": [[-0.5, -0.8, 0.2], [0.4, -1.1, 0.0], [0.6, -0.5, 1.3], [0.2, 0.4, -0.5], [-2.0, 0.4, -0.2], [-0.5, 0.6, 0.9], [-0.2, -0.3, 0.1], [1.4, 0.4, -0.9], [0.3, -0.4, -0.6], [-0.4, 0.5, -0.8], [0.3, 0.1, 0.5], [0.0, 0.5, 0.0], [0.4, 0.1, -0.1], [-0.1, -0.1, 0.0], [-0.2, -0.1, 0.0], [0.1, 0.0, -0.2], [-0.1, 0.2, 0.0], [0.1, -0.1, 0.1], [0.2, 0.1, 0.0]],
  "gap_ev": [7.326, 7.481],
  "e_above_lowest_kj_mol": 258.5,
  "multiplicity": 1,
  "homo_energy_ev": [-5.25, -4.65],
  "lumo_energy_ev": [2.072, 2.828],
  "max_force_ev_per_a": 2.1,
  "total_charge": -1
}

***

(6)
{
  "formula": "C29H27BBrN6O4SbTa",
  "method": "ωB97M-V/def2-TZVPD",
  "elements": ["Ta", "O", "C", "C", "C", "N", "C", "Br", "C", "H", "H", "H", "H", "B", "N", "C", "C", "C", "N", "N", "C", "C", "C", "N", "H", "H", "H", "H", "H", "H", "H", "H", "C", "C", "C", "C", "C", "C", "Sb", "C", "C", "C", "C", "C", "C", "C", "C", "C", "C", "C", "C", "H", "H", "H", "H", "H", "H", "H", "H", "H", "H", "H", "H", "H", "H", "H", "O", "N", "O", "O"],
  "xyz": [[-0.736760, -0.907516, 1.180451], [-2.384428, 1.052049, 6.920231], [-2.035511, 0.786703, 5.686949], [-1.796482, 1.753009, 4.693607], [-1.439059, 1.347674, 3.436879], [-1.296432, 0.041137, 3.107072], [-1.532553, -0.856688, 4.078743], [-1.303476, -2.641562, 3.455645], [-1.898134, -0.576231, 5.354965], [-2.465298, 1.997776, 7.117223], [-1.892741, 2.808870, 4.909030], [-1.250978, 2.069395, 2.653883], [-2.075680, -1.344456, 6.094784], [-3.494801, -1.010226, 0.678996], [-3.130747, 0.410088, 0.213860], [-3.810121, 1.474576, -0.187642], [-2.918815, 2.534665, -0.356457], [-1.681587, 2.027771, -0.037664], [-1.795775, 0.716721, 0.315688], [-2.940963, -2.096203, -0.260992], [-3.412776, -2.999270, -1.103222], [-2.353128, -3.801100, -1.551387], [-1.238908, -3.332417, -0.909695], [-1.589607, -2.279687, -0.112131], [-4.608996, -1.156921, 1.051043], [-2.684660, -1.141753, 1.651952], [-4.880036, 1.426283, -0.323198], [-3.151993, 3.538010, -0.670011], [-0.723626, 2.523067, -0.034522], [-4.465725, -3.040428, -1.338656], [-2.414036, -4.623514, -2.243624], [-0.218712, -3.675100, -0.953833], [5.388965, -2.229924, -0.608796], [5.286350, -0.887175, -0.273954], [4.058933, -0.241294, -0.349592], [2.937892, -0.960907, -0.760842], [3.035805, -2.312694, -1.096125], [4.268445, -2.941521, -1.022920], [1.119503, 0.054775, -0.886265], [1.578126, 2.074314, -0.599307], [1.551368, 2.942630, -1.685631], [1.864486, 4.282714, -1.489564], [2.194079, 4.744570, -0.222250], [2.220738, 3.871459, 0.860613], [1.909334, 2.531957, 0.676881], [0.321424, -0.220761, -2.801162], [1.043774, -0.970274, -3.727848], [0.536426, -1.144322, -5.008744], [-0.679307, -0.575001, -5.360845], [-1.393469, 0.177947, -4.436719], [-0.899775, 0.354836, -3.153036], [6.348985, -2.725459, -0.554858], [6.163025, -0.335975, 0.038175], [3.994433, 0.811927, -0.107850], [2.169893, -2.878327, -1.420862], [4.357491, -3.985227, -1.293201], [1.298925, 2.589728, -2.679127], [1.858302, 4.962264, -2.331194], [2.441976, 5.787529, -0.077825], [2.501235, 4.232231, 1.841353], [1.960962, 1.850843, 1.521965], [2.008671, -1.393296, -3.478402], [1.100962, -1.713602, -5.734803], [-1.065213, -0.705276, -6.362994], [-2.329261, 0.640484, -4.721441], [-1.459690, 0.965204, -2.454330], [1.083342, -0.803331, 2.238821], [1.560311, -1.962582, 1.830478], [2.547971, -2.434464, 2.205651], [0.737130, -2.478752, 0.968596]],
  "forces_ev_per_angstrom": [[0.0, -0.3, 0.1], [0.0, 0.0, 0.0], [0.0, 0.0, 0.0], [0.0, 0.0, 0.0], [0.0, 0.0, 0.0], [0.0, 0.1, 0.0], [0.1, -0.1, 0.0], [0.0, 0.1, 0.1], [0.0, 0.0, 0.0], [0.0, 0.0, 0.0], [0.0, 0.0, 0.0], [0.0, 0.0, 0.0], [0.0, 0.0, 0.0], [0.1, 0.1, -0.2], [0.1, -0.1, 0.1], [0.0, 0.0, 0.0], [0.0, 0.1, 0.0], [0.1, -0.1, 0.0], [-0.4, 0.2, -0.1], [0.1, -0.1, 0.1], [0.0, 0.1, 0.0], [0.0, -0.1, -0.1], [0.0, 0.1, 0.0], [-0.1, 0.1, -0.1], [0.0, 0.0, 0.0], [0.0, 0.0, 0.1], [0.0, 0.0, 0.0], [0.0, 0.0, 0.0], [0.0, 0.0, 0.0], [0.0, 0.0, 0.0], [0.0, 0.0, 0.0], [0.0, 0.0, 0.0], [0.0, 0.0, 0.0], [0.0, 0.0, 0.0], [0.1, -0.1, 0.0], [0.0, 0.0, 0.1], [0.1, 0.0, 0.0], [0.0, 0.0, 0.0], [-0.1, 0.1, 0.0], [0.0, 0.0, 0.0], [0.0, 0.0, 0.0], [0.0, 0.0, 0.0], [0.0, 0.0, 0.0], [0.0, 0.0, 0.0], [0.0, 0.0, 0.0], [0.0, 0.0, 0.0], [0.0, 0.0, 0.0], [0.0, 0.0, 0.0], [0.0, 0.0, 0.0], [0.0, 0.0, 0.0], [0.0, 0.0, 0.0], [0.0, 0.0, 0.0], [0.0, 0.0, 0.0], [0.0, 0.0, 0.0], [0.0, 0.0, 0.0], [0.0, 0.0, 0.0], [0.0, 0.0, 0.0], [0.0, 0.0, 0.0], [0.0, 0.0, 0.0], [0.0, 0.0, 0.0], [0.0, 0.0, 0.0], [0.0, 0.0, 0.0], [0.0, 0.0, 0.0], [0.0, 0.0, 0.0], [0.0, 0.0, 0.0], [0.0, 0.0, 0.0], [-0.1, -0.2, -0.1], [0.0, 0.2, 0.0], [0.1, -0.1, 0.0], [-0.1, 0.2, 0.2]],
  "gap_ev": 6.293,
  "e_above_lowest_kj_mol": 0.0,
  "multiplicity": 1,
  "homo_energy_ev": -16.76,
  "lumo_energy_ev": -10.465,
  "max_force_ev_per_a": 0.4,
  "total_charge": 3
}